No. 1
11
Properties=species:S:1:pos:R:3:forces:R:3:nbo_charge:R:1 method="wB97M-V/def2-TZVPD" charge=0 lumo_ev=-0.23 fmax_ev_per_a=3.654 orbital_gap_ev=10.7
C 0.36057 -0.15001 -0.09527 1.72 -2.75 -0.93 0.652
C -1.90625 0.44366 0.33580 -3.30 -1.48 0.53 -0.468
C 1.79524 -0.02270 -0.25501 2.39 1.36 0.46 0.478
N -0.54951 0.50354 0.15245 -0.89 0.83 -0.37 -0.297
F 0.27600 -2.12552 -0.57918 -0.01 2.98 0.78 -0.663
F 2.28921 1.20522 -0.61994 -1.46 0.23 -0.64 -0.325
F 2.45195 -0.22620 0.87610 -0.06 -0.94 1.85 -0.302
H -2.05331 1.01272 1.28785 -0.89 -0.42 -1.09 0.240
H -2.25695 -0.64945 0.40108 0.78 1.37 0.53 0.246
H -2.51249 0.72416 -0.57239 0.92 0.74 1.07 0.253
H 2.10554 -0.71544 -0.93149 0.81 -1.93 -2.19 0.186



No. 2
13
Properties=species:S:1:pos:R:3:forces:R:3:nbo_charge:R:1 method="wB97M-V/def2-TZVPD" charge=0 lumo_ev=0.06 smiles="COC=C=O.FP(F)F" fmax_ev_per_a=6.260 orbital_gap_ev=8.9
C 0.32346 1.02346 1.13032 -1.40 0.36 -1.87 -0.203
C 0.42845 0.75011 2.40729 0.25 0.37 0.14 0.611
C 1.13704 -1.07467 0.11521 -5.47 -0.33 -3.02 -0.259
O 0.64616 0.71679 3.54762 -0.03 -0.31 0.31 -0.426
O 0.54378 0.23609 0.01781 1.35 -0.33 0.56 -0.546
F -0.73486 -0.82057 -2.37035 0.62 0.68 0.08 -0.588
F -2.12507 0.01995 -0.75502 0.17 0.81 -0.25 -0.585
F -2.24659 0.82478 -3.04985 0.73 0.14 1.09 -0.594
P -1.14317 0.64368 -1.85748 -1.74 -1.47 -1.07 1.759
H -0.36187 1.80064 0.73482 0.60 -0.01 1.29 0.239
H 2.01390 -1.15240 0.62083 2.34 -0.05 1.93 0.185
H 1.30640 -1.22092 -0.98293 0.12 -0.66 1.13 0.213
H 0.21238 -1.74694 0.44174 2.46 0.80 -0.31 0.193



No. 3
9
Properties=species:S:1:pos:R:3:forces:R:3:nbo_charge:R:1 method="wB97M-V/def2-TZVPD" charge=0 lumo_ev="-0.03 / 0.20" smiles="C/C(I)=C/F" fmax_ev_per_a=6.205 orbital_gap_ev="8.6 / 8.4"
C 0.20068 1.55140 0.70429 0.02 -5.62 -2.63 0.248
C 0.35074 -0.24103 0.18239 -0.24 5.30 2.31 -0.187
C -0.56110 -0.82264 -0.81786 0.41 -1.76 1.16 -0.744
F 1.00779 1.81574 1.68994 0.39 0.49 0.52 -0.321
I 1.17131 -1.54340 1.66759 -0.48 0.84 -0.78 0.150
H 0.07791 2.36042 -0.06644 0.19 -0.89 0.70 0.160
H 0.01082 -1.53285 -1.38762 0.52 -0.70 -0.20 0.235
H -0.86109 -0.16480 -1.55795 -0.97 1.80 -1.08 0.231
H -1.39706 -1.42283 -0.41434 0.15 0.54 0.01 0.229



No. 4
9
Properties=species:S:1:pos:R:3:forces:R:3:nbo_charge:R:1 method="wB97M-V/def2-TZVPD" charge=0 lumo_ev=0.97 smiles=C#CCNF fmax_ev_per_a=6.127 orbital_gap_ev=10.6
C -1.41130 -0.23543 0.98256 0.18 -0.97 0.26 -0.191
C -0.30617 0.03281 0.61121 -1.61 1.71 0.81 -0.049
C 0.75679 0.75143 0.06644 1.36 -2.13 -5.58 -0.329
N 0.46918 1.03581 -1.61399 0.31 0.54 2.52 -0.218
F 0.76581 -0.23065 -2.25479 -1.32 1.19 0.66 -0.277
H -2.19119 -0.81815 1.35217 -1.01 -0.27 0.33 0.229
H 1.52200 -0.04340 -0.04856 0.38 0.97 -0.08 0.244
H 1.19157 1.66384 0.36785 -0.16 0.91 0.92 0.246
H -0.56242 1.36282 -1.75446 1.87 -1.95 0.17 0.345



No. 5
9
Properties=species:S:1:pos:R:3:forces:R:3:nbo_charge:R:1 method="wB97M-V/def2-TZVPD" charge=0 lumo_ev="0.08 / 0.08" fmax_ev_per_a=4.574 orbital_gap_ev="8.1 / 8.0"
C 0.72869 1.02307 0.50097 -1.02 4.14 1.64 -0.276
C 0.23756 -0.84870 -0.94474 -0.67 -1.43 -0.11 0.001
C -2.50996 -0.99820 0.22184 -0.37 -1.08 0.16 0.278
N 0.53724 0.12327 -0.32001 0.10 -1.11 -0.54 -0.292
F -2.93731 0.23003 0.38107 0.30 -0.20 0.65 -0.334
H 1.38174 0.85029 1.37458 -0.51 0.33 -0.61 0.209
H 0.05590 1.97625 0.32945 1.82 -1.76 0.71 0.203
H 0.80444 -1.15494 -1.78772 0.37 -0.10 -0.94 0.181
H -2.45408 -1.49694 1.29436 0.00 1.21 -0.96 0.030



No. 6
9
Properties=species:S:1:pos:R:3:forces:R:3:nbo_charge:R:1 method="wB97M-V/def2-TZVPD" charge=0 lumo_ev=0.26 fmax_ev_per_a=5.393 orbital_gap_ev=11.2
C 0.53220 1.37185 -0.14821 -0.13 2.83 -1.86 -0.669
C 0.47469 -0.01808 0.41749 1.01 -1.61 1.09 0.020
C -0.95245 -0.22146 0.15027 -4.58 -2.50 -1.37 0.218
H 0.85163 0.85370 -1.38210 -1.17 2.74 3.32 0.280
H -0.97660 1.74596 0.03397 5.00 -0.38 -1.01 0.290
H 1.31805 2.45349 0.32507 -2.35 -4.07 -1.62 0.277
H 0.76892 -0.30654 1.43260 -0.58 1.02 0.23 0.241
N -2.09762 -0.34036 -0.15844 4.39 0.25 1.38 -0.287
F 1.37719 -1.01755 -0.20197 -1.59 1.72 -0.18 -0.371



No. 7
10
Properties=species:S:1:pos:R:3:forces:R:3:nbo_charge:R:1 method="wB97M-V/def2-TZVPD" charge=0 lumo_ev=0.74 fmax_ev_per_a=3.545 orbital_gap_ev=10.4
C -0.34255 -0.81467 1.24090 0.34 -0.11 0.64 0.255
C -1.06222 -0.59695 0.06381 2.05 1.91 -2.17 -0.613
C 0.45969 0.61338 -0.84228 -2.26 -1.89 1.24 0.591
N 0.38734 -0.87698 2.13080 0.11 0.03 0.20 -0.382
O 1.01444 1.37504 0.08396 0.18 0.04 -0.19 -0.676
F 1.26140 -0.32787 -1.38078 0.08 0.20 0.13 -0.340
H -1.91843 0.05277 0.11677 -0.25 0.00 0.15 0.242
H -1.13313 -1.43388 -0.61382 -0.12 -0.12 0.00 0.246
H -0.08723 1.15730 -1.60114 0.08 0.13 0.05 0.163
H 1.42071 0.85185 0.80177 -0.21 -0.18 -0.05 0.515



No. 8
10
Properties=species:S:1:pos:R:3:forces:R:3:nbo_charge:R:1 method="wB97M-V/def2-TZVPD" charge=0 lumo_ev="0.82 / -2.97" multiplicity=3 fmax_ev_per_a=6.252 orbital_gap_ev="5.7 / 7.5"
C 0.85080 0.87356 -0.07850 -3.06 1.35 -2.84 0.360
C -0.73319 0.69882 0.00939 1.40 0.33 -2.22 -0.466
C -0.52895 -0.83266 -0.07403 -0.26 1.53 4.85 -0.277
N 0.90082 -0.46281 0.05950 -3.68 -1.39 3.65 0.147
O 1.74383 1.70046 -0.02938 0.87 0.71 0.93 -0.435
F 1.88862 -1.41437 0.02777 4.51 -3.98 -1.70 -0.242
H -0.90851 1.09178 0.96360 -1.11 0.30 1.42 0.224
H -1.31330 1.10828 -0.79706 -0.53 0.53 -0.01 0.219
H -1.02319 -1.45642 0.84185 1.77 1.42 -1.93 0.234
H -0.87693 -1.30664 -0.92316 0.08 -0.81 -2.15 0.235



No. 9
11
Properties=species:S:1:pos:R:3:forces:R:3:nbo_charge:R:1 method="wB97M-V/def2-TZVPD" charge=0 lumo_ev="0.88 / -2.98" multiplicity=3 fmax_ev_per_a=11.857 orbital_gap_ev="7.0 / 7.6"
C 0.76686 -0.92398 -0.67639 9.29 5.80 -4.55 -0.154
C 1.01206 0.47229 -0.13960 1.91 -0.98 2.66 -0.148
C -1.15106 0.38233 0.41734 -3.96 2.55 1.65 0.684
N -0.23352 -1.59547 -0.29910 -6.73 -4.70 3.69 -0.051
O -0.22421 1.11062 -0.26404 -1.57 -0.54 0.51 -0.481
O -1.04652 -0.97286 0.60989 1.76 -0.96 -0.79 -0.258
F -2.37151 0.48369 -0.27754 1.01 0.66 0.40 -0.355
H 1.58823 -1.30844 -1.31999 -1.29 -0.15 0.35 0.217
H 1.28101 0.31824 1.03363 -0.44 1.00 -2.12 0.152
H 1.73780 1.22682 -0.59475 -0.56 -1.93 0.32 0.241
H -1.35913 0.80675 1.51055 0.58 -0.76 -2.12 0.154



No. 10
12
Properties=species:S:1:pos:R:3:forces:R:3:nbo_charge:R:1 method="wB97M-V/def2-TZVPD" charge=0 lumo_ev=0.75 smiles="O=CNOC(=O)CF" fmax_ev_per_a=7.278 orbital_gap_ev=11.2
C 1.92677 0.26635 0.30623 2.44 4.66 3.03 -0.068
C 0.64105 0.43796 -0.26480 -0.06 -3.81 -0.10 0.745
C -2.16216 -0.35275 0.25847 4.77 3.14 3.96 0.484
H 1.80337 0.80647 1.31313 -0.02 -1.13 -0.61 0.205
H 2.64423 1.00944 -0.08927 0.02 -0.80 -0.67 0.199
H -1.38765 -0.60888 -1.61141 -0.02 0.26 -1.55 0.386
H -3.17963 -0.56427 -0.08103 -0.18 0.38 0.48 0.161
N -1.24546 -0.88470 -0.68030 0.45 -0.44 3.07 -0.346
O 0.12694 1.40516 -0.62802 -1.72 2.76 -1.23 -0.534
O 0.15427 -0.85823 -0.28640 -3.40 0.67 -1.19 -0.353
O -1.70974 0.29525 1.31955 -3.21 -3.88 -5.26 -0.575
F 2.38800 -0.95180 0.44385 0.93 -1.82 0.07 -0.305



Energy above the lowest of the compared OMol25 structures with the same formula, charge and spin
In order: 283.2 64.9 334.0 451.9 601.1 471.5 164.1 251.6 290.6 366.0
Unit: kJ/mol